140
Properties=species:S:1:pos:R:3 method="wB97M-V/def2-TZVPD" fmax_ha_per_bohr=0.073 de_lowest_kj_mol=760.9 homo_lumo_gap_ev=9.75 e_tot_ha=-3223.48584 total_charge=0 e_lumo_ev=-0.1
C 5.0688 5.2738 -2.9242
C 4.4821 4.8275 -1.5476
O 5.3191 3.7763 -0.9518
O 4.3349 6.4114 -3.3383
H 5.2793 4.5460 -3.7078
H 6.1095 5.5812 -2.8220
H 3.4661 4.4739 -1.7230
H 4.6708 5.7141 -0.9422
H 4.8046 3.3474 -0.2641
H 4.6382 7.0964 -2.7381
C 2.0745 6.9716 6.9381
C 2.5021 7.1932 5.5567
O 3.9087 6.8937 5.4426
O 2.7230 7.8933 7.8461
H 2.1991 5.9396 7.2661
H 0.9895 7.0310 7.0241
H 2.1129 8.1347 5.1692
H 1.9881 6.4865 4.9053
H 4.4444 7.5074 5.9505
H 3.6676 7.7875 7.7116
C 2.2218 -7.2727 0.6302
C 1.6523 -8.2737 -0.4343
O 2.3950 -9.4972 -0.5617
O 2.4547 -8.0730 1.7915
H 1.5616 -6.4270 0.8230
H 3.0799 -6.8158 0.1374
H 1.5732 -7.8567 -1.4382
H 0.6259 -8.4862 -0.1351
H 1.9444 -10.1188 -1.1381
H 2.9093 -8.8561 1.4728
C -3.2707 7.2279 -4.7309
C -2.4888 6.0501 -4.2101
O -1.6848 5.4897 -5.2769
O -2.4440 8.3644 -5.0381
H -3.9748 7.5159 -3.9503
H -3.7833 6.7988 -5.5919
H -3.2538 5.3212 -3.9426
H -1.9944 6.3548 -3.2877
H -0.8893 6.0268 -5.2568
H -2.4209 8.3630 -5.9978
C -0.7527 0.2316 1.4778
C -0.2394 -0.0664 0.0442
O -1.2533 0.3286 -0.8501
O -0.9413 1.6311 1.7463
H -0.0852 -0.2110 2.2171
H -1.6382 -0.3364 1.7630
H -0.0476 -1.1324 -0.0781
H 0.6866 0.4712 -0.1598
H -0.8953 0.3016 -1.7405
H -1.5511 1.9408 1.0727
C -7.9341 3.3093 -1.5432
C -7.1771 2.4513 -0.5045
O -6.7426 3.3875 0.4710
O -8.5466 2.5574 -2.5879
H -7.3498 4.1105 -1.9956
H -8.7520 3.9021 -1.1337
H -6.3817 1.9393 -1.0462
H -7.7798 1.7423 0.0630
H -6.5070 2.8890 1.2568
H -9.4312 2.3753 -2.2623
C 6.4939 -1.0907 -4.8816
C 6.4786 -2.6054 -4.8229
O 5.1583 -3.0530 -5.2022
O 5.4387 -0.6701 -3.9831
H 6.2293 -0.7112 -5.8685
H 7.4378 -0.6382 -4.5775
H 6.7127 -2.9759 -3.8249
H 7.2176 -3.1339 -5.4250
H 4.6065 -2.3194 -4.9213
H 5.8278 -0.1698 -3.2621
C 3.7427 -0.3804 9.6048
C 4.6991 -1.5417 10.1342
O 3.9140 -2.6792 10.4259
O 3.2548 -0.6499 8.3496
H 4.3536 0.5224 9.5990
H 3.0081 -0.2111 10.3921
H 5.2544 -1.3000 11.0405
H 5.3992 -1.8518 9.3585
H 3.7109 -3.0911 9.5829
H 2.4626 -0.1136 8.2692
C -5.3282 -4.4362 -4.1003
C -4.2687 -4.9841 -3.1451
O -4.1457 -6.4336 -3.0674
O -6.5715 -4.5740 -3.4192
H -5.2577 -4.9447 -5.0618
H -5.2330 -3.3570 -4.2205
H -4.4640 -4.5856 -2.1496
H -3.2592 -4.6376 -3.3662
H -4.8752 -6.7953 -2.5589
H -7.0586 -5.3698 -3.6452
C -1.1327 -7.0082 6.5196
C -0.0603 -5.8345 6.7315
O 1.2371 -6.4118 6.6828
O -1.3620 -7.3528 5.1314
H -2.0841 -6.5898 6.8481
H -0.9844 -7.9024 7.1249
H -0.1111 -5.3225 7.6925
H -0.1867 -5.1205 5.9177
H 1.3968 -6.7638 5.8040
H -0.5172 -7.6395 4.7768
C -5.1102 2.2249 -9.6079
C -5.4217 1.9308 -8.1256
O -6.7469 1.3739 -8.0119
O -4.8903 1.0770 -10.4286
H -4.3019 2.9347 -9.7839
H -5.9981 2.7025 -10.0221
H -5.4665 2.8622 -7.5611
H -4.7092 1.2711 -7.6305
H -7.1469 1.5627 -7.1599
H -4.3377 0.4631 -9.9394
C 6.1285 -2.2149 2.9664
C 6.5916 -2.5008 1.5469
O 7.2056 -3.7544 1.4825
O 5.4470 -0.9748 3.0931
H 6.9526 -2.2788 3.6770
H 5.3736 -2.8972 3.3571
H 7.3468 -1.7850 1.2223
H 5.8179 -2.3051 0.8045
H 7.8453 -3.4955 0.8152
H 4.8066 -1.1961 3.7732
C 0.3181 -0.4555 -7.9925
C -0.2992 -1.9045 -8.3546
O -1.7129 -1.9183 -8.6995
O -0.1067 -0.0520 -6.7689
H -0.0090 0.2586 -8.7483
H 1.4074 -0.4291 -8.0211
H -0.2171 -2.5743 -7.4986
H 0.1701 -2.4047 -9.2018
H -1.9641 -2.8410 -8.6150
H -0.1155 0.9048 -6.6917
C -3.3466 2.6862 7.9520
C -4.5606 1.7522 7.6954
O -5.0496 1.7788 6.3945
O -2.2236 2.1203 7.2495
H -3.0711 2.5798 9.0012
H -3.5032 3.7195 7.6423
H -5.3638 2.0643 8.3629
H -4.2788 0.7035 7.7900
H -5.8276 1.2240 6.3014
H -2.4433 1.9699 6.3271

***

12
Properties=species:S:1:pos:R:3 method="wB97M-V/def2-TZVPD" fmax_ha_per_bohr=0.026 de_lowest_kj_mol=94.3 homo_lumo_gap_ev=9.34 e_tot_ha=-231.46289 total_charge=+1 e_lumo_ev=-5.9
C 0.6213 1.4322 0.2093
C -2.5096 0.0060 -0.1945
C 0.6680 0.1677 0.1284
C 1.0533 -1.1718 0.0101
O -1.5978 -0.3529 0.4942
H -0.2663 2.0215 0.3809
H 1.5179 2.0381 0.1234
H -3.5310 -0.3682 -0.0437
H -2.3932 0.7261 -1.0191
H 0.6383 -1.6476 -0.8786
H 2.1495 -1.1755 -0.0923
H 0.8155 -1.7492 0.9095

***

45
Properties=species:S:1:pos:R:3 method="wB97M-V/def2-TZVPD" fmax_ha_per_bohr=0.012 de_lowest_kj_mol=38.9 homo_lumo_gap_ev="4.94 / 5.02" e_tot_ha=-953.16643 total_charge=+3 e_lumo_ev="-14.0 / -13.9"
Pd -0.0541 0.1758 0.1361
C -2.1926 -3.2778 -1.4718
C -1.2281 -3.9322 -2.2133
C 0.0692 -3.4136 -2.2687
C 0.3488 -2.2551 -1.5766
N -0.6078 -1.6160 -0.8545
C -1.8424 -2.1106 -0.8007
C 1.6182 -1.5567 -1.4883
C 2.8404 -1.8907 -2.0428
C 3.9419 -1.0686 -1.8080
C 3.8602 0.0889 -1.0195
C 2.6559 0.4646 -0.4491
C 1.5698 -0.3714 -0.6992
H -3.2041 -3.6540 -1.4068
H -1.4729 -4.8414 -2.7475
H 0.8405 -3.9087 -2.8428
H -2.5648 -1.5637 -0.2057
H 2.9514 -2.7793 -2.6507
H 4.8940 -1.3323 -2.2530
H 4.7415 0.6954 -0.8541
H 2.6043 1.3664 0.1503
C -1.4888 -0.2800 2.6755
N -0.3867 0.5929 2.1967
C 0.8754 0.2385 2.8850
C -0.7223 2.0481 2.3216
C -1.6645 2.4153 1.2205
N -1.0501 2.0576 -0.0950
C 0.0075 3.0407 -0.4674
C -2.0507 1.9103 -1.1717
H -1.6545 -0.0699 3.7363
H -1.2030 -1.3245 2.5644
H -2.4104 -0.0804 2.1326
H 0.7560 0.4021 3.9611
H 1.6898 0.8646 2.5263
H 1.0957 -0.8156 2.7201
H 0.2135 2.6031 2.2616
H -1.1847 2.2718 3.2889
H -1.8815 3.4879 1.2744
H -2.6121 1.8819 1.2904
H -0.3804 4.0575 -0.3615
H 0.3289 2.8601 -1.4902
H 0.8508 2.9513 0.2154
H -2.5315 2.8786 -1.3478
H -2.8119 1.1890 -0.8805
H -1.5540 1.6004 -2.0900

***

72
Properties=species:S:1:pos:R:3 method="wB97M-V/def2-TZVPD" fmax_ha_per_bohr=0.019 de_lowest_kj_mol=26.6 homo_lumo_gap_ev=8.38 smiles="CCCCCCCCCCOC(=O)Cn1c(COc2ccc(C)cc2)[n+](C)c2ccccc21" e_tot_ha=-1425.40268 total_charge=+1 e_lumo_ev=-2.9
C -11.0756 -2.4757 -1.9006
H -10.6602 -2.0685 -2.8201
C -10.9147 -1.4841 -0.7550
C -9.4474 -1.1531 -0.4919
C -9.2864 -0.1549 0.6528
C -7.8278 0.1001 1.0345
C -7.0443 0.8296 -0.0558
C -5.6541 1.2769 0.3975
C -4.7122 0.1041 0.6639
H -4.6663 -0.5291 -0.2245
C -3.3050 0.5813 1.0176
C -2.3868 -0.6048 1.2865
H -2.2813 -1.2184 0.3873
H -2.7618 -1.2111 2.1122
O -1.0775 -0.1774 1.7135
C -0.1897 0.0983 0.7953
O -0.3160 0.0333 -0.3985
C 1.1533 0.5068 1.4437
N 2.0511 0.9830 0.4298
C 2.4900 0.2743 -0.6254
N 3.1602 1.0668 -1.4619
C 3.1619 2.3467 -0.9439
C 3.7195 3.5296 -1.4118
C 3.5252 4.6576 -0.6411
C 2.8024 4.6135 0.5535
C 2.2476 3.4413 1.0268
C 2.4382 2.3004 0.2584
H 1.6948 3.4261 1.9518
H 2.6757 5.5213 1.1214
H 3.9403 5.5979 -0.9665
H 4.2797 3.5662 -2.3312
C 3.7728 0.7203 -2.7184
H 4.8566 0.8221 -2.6415
H 3.5334 -0.3051 -2.9859
H 3.4067 1.3955 -3.4920
C 2.2845 -1.1979 -0.8285
O 3.3918 -1.8469 -1.3802
C 4.4981 -2.0800 -0.5765
C 4.7072 -1.5089 0.6668
C 5.8614 -1.8105 1.3752
C 6.8189 -2.6706 0.8624
C 6.5964 -3.2278 -0.3952
C 5.4534 -2.9405 -1.1091
H 5.2741 -3.3744 -2.0794
H 7.3291 -3.8999 -0.8149
C 8.0573 -3.0077 1.6299
H 8.0523 -4.0619 1.9036
H 8.1303 -2.4160 2.5381
H 8.9425 -2.8299 1.0222
H 6.0093 -1.3617 2.3463
H 3.9914 -0.8289 1.1058
H 1.4685 -1.3398 -1.5489
H 1.9822 -1.6627 0.1186
H 1.5639 -0.3623 1.9680
H 0.9788 1.2945 2.1766
H -2.8969 1.1714 0.1939
H -3.3421 1.2139 1.9067
H -5.0999 -0.4980 1.4860
H -5.2178 1.9090 -0.3798
H -5.7456 1.8807 1.3030
H -7.6097 1.7137 -0.3579
H -6.9413 0.1861 -0.9307
H -7.8060 0.7049 1.9446
H -7.3521 -0.8568 1.2579
H -9.8115 -0.5423 1.5292
H -9.7599 0.7903 0.3782
H -9.0091 -0.7447 -1.4043
H -8.9109 -2.0731 -0.2461
H -11.4539 -0.5644 -0.9925
H -11.3587 -1.9023 0.1511
H -10.5598 -3.4067 -1.6752
H -12.1263 -2.6985 -2.0689

***

13
Properties=species:S:1:pos:R:3 method="wB97M-V/def2-TZVPD" fmax_ha_per_bohr=0.073 de_lowest_kj_mol=272.9 homo_lumo_gap_ev=9.56 e_tot_ha=-360.86998 total_charge=+1 e_lumo_ev=-4.6
C 1.8144 -0.3906 1.0750
C 1.2013 -0.3606 2.1188
C 2.2610 -0.3062 -0.2538
C -1.5380 0.5206 -0.5753
N -0.9505 -0.1286 -1.4753
O 1.5372 -0.2356 -1.2503
O 0.5581 -0.4150 3.1973
H 3.2984 -0.4445 -0.5128
H -2.5792 0.5154 -0.3238
H -0.9960 1.3653 -0.1411
H 0.1505 0.0819 -1.5854
H -1.4943 -0.6765 -2.2171
H 1.2421 -0.4011 3.9974

***

97
Properties=species:S:1:pos:R:3 method="wB97M-V/def2-TZVPD" fmax_ha_per_bohr=0.015 homo_lumo_gap_ev=9.29 smiles="COB(O)[C@@H]1C[C@@H](P(C)O)OC1=O.BrCCBr.BrCCBr.BrCCBr.BrCCBr.BrCCBr.BrCCBr.BrCCBr.BrCCBr.BrCCBr" e_tot_ha=-48018.06057 total_charge=0 e_lumo_ev=0.1
C 1.0739 -2.1587 -1.3978
O 0.6959 -1.2816 -0.3310
B -0.0914 -0.2255 -0.7188
O 0.4135 0.7372 -1.5918
C -1.5568 -0.0621 -0.1168
C -2.2000 -1.3654 0.3992
C -2.9090 -1.7912 -0.8775
P -3.9286 -3.2983 -0.8605
C -4.9249 -2.9322 -2.3401
O -4.9933 -2.9216 0.3590
O -3.5370 -0.5384 -1.2918
C -2.5780 0.4287 -1.1247
O -2.6010 1.4607 -1.7407
H 1.4786 -1.6124 -2.2566
H 0.2179 -2.7577 -1.7336
H 1.8424 -2.8505 -1.0503
H 0.1603 0.5431 -2.5031
H -1.4372 0.6981 0.6726
H -1.4856 -2.0885 0.7926
H -2.9773 -1.0985 1.1216
H -2.1683 -2.0212 -1.6663
H -4.2490 -2.5472 -3.1157
H -5.3741 -3.8523 -2.7175
H -5.6780 -2.1635 -2.1507
H -5.3086 -3.7574 0.7292
Br 3.7278 -1.6682 -3.8578
C 4.9982 -2.1507 -2.4682
C 5.8602 -3.3070 -2.8954
Br 4.8585 -4.9731 -2.9070
H 4.4089 -2.3807 -1.5850
H 5.5982 -1.2629 -2.2828
H 6.6812 -3.4468 -2.1962
H 6.2520 -3.1761 -3.8988
Br 3.8146 1.7965 -0.7329
C 2.3227 3.0448 -0.6899
C 2.7580 4.4489 -0.3830
Br 3.1120 4.6945 1.5167
H 1.6042 2.6604 0.0264
H 1.8867 2.9974 -1.6842
H 1.9562 5.1456 -0.6154
H 3.6557 4.7400 -0.9154
Br -1.6422 4.0228 1.7332
C -0.9911 4.3378 3.5414
C 0.2193 3.5016 3.8508
Br -0.2560 1.6432 4.1525
H -1.8188 4.1266 4.2112
H -0.7415 5.3954 3.5851
H 0.6926 3.8407 4.7703
H 0.9455 3.5115 3.0465
Br 0.4916 5.0972 -3.5337
C 1.8387 5.2996 -4.9207
C 3.2075 4.9066 -4.4337
Br 3.9747 6.2477 -3.2524
H 1.8003 6.3338 -5.2466
H 1.5268 4.6473 -5.7328
H 3.9006 4.8175 -5.2668
H 3.1910 3.9742 -3.8765
Br 6.6040 6.7534 6.7633
C 5.8326 5.4408 5.5546
C 4.5177 5.8997 4.9861
Br 3.0770 5.7852 6.2902
H 5.7349 4.5187 6.1179
H 6.5593 5.3080 4.7567
H 4.2132 5.2568 4.1663
H 4.5477 6.9298 4.6471
Br -9.8378 -3.8948 0.6894
C -8.8608 -2.9085 -0.6707
C -8.9342 -3.5781 -2.0175
Br -7.8155 -5.1656 -2.0978
H -7.8388 -2.8169 -0.3148
H -9.3201 -1.9238 -0.7141
H -8.5564 -2.9091 -2.7878
H -9.9399 -3.8962 -2.2712
Br 2.7839 -6.6396 -7.0746
C 2.0909 -4.8769 -7.5084
C 2.2943 -3.8994 -6.3817
Br 1.0688 -4.2202 -4.9101
H 1.0422 -5.0071 -7.7546
H 2.6366 -4.5516 -8.3910
H 2.0964 -2.8847 -6.7204
H 3.2937 -3.9544 -5.9615
Br -3.9278 1.1327 5.0048
C -3.7491 0.1102 6.6453
C -3.8505 0.9864 7.8656
Br -2.2477 2.0545 8.1271
H -2.7925 -0.3999 6.5896
H -4.5554 -0.6195 6.6345
H -3.9535 0.3788 8.7616
H -4.6799 1.6828 7.7987
Br 2.6198 -1.6142 3.1314
C 1.3936 -3.1163 3.0728
C 2.1016 -4.4150 2.7917
Br 2.6090 -4.5404 0.9215
H 0.6548 -2.8817 2.3120
H 0.9180 -3.1485 4.0506
H 1.4417 -5.2600 2.9737
H 3.0093 -4.5256 3.3756

***

60
Properties=species:S:1:pos:R:3 method="wB97M-V/def2-TZVPD" fmax_ha_per_bohr=0.048 de_lowest_kj_mol=0.0 homo_lumo_gap_ev=9.64 e_tot_ha=-2261.93134 total_charge=+1 e_lumo_ev=-3.1
O 1.3044 -0.2543 -2.6945
V 1.0247 -0.3194 -1.1043
O -0.1507 -1.3388 -0.8563
N 2.9700 0.9361 -0.7032
C 3.3138 1.8879 -1.5794
C 4.5084 2.5886 -1.5420
C 5.3738 2.3428 -0.4899
C 5.0137 1.3980 0.4661
C 3.8206 0.7241 0.3158
H 2.5829 2.0636 -2.3597
H 4.7839 3.2905 -2.3146
H 6.3273 2.8455 -0.3960
H 5.5957 1.1969 1.3540
H 3.5154 -0.0015 1.0594
N -0.2069 1.6575 -1.2906
C -1.3168 1.5526 -2.0251
C -2.2450 2.5877 -2.1402
C -2.0230 3.7631 -1.4488
C -0.9179 3.8346 -0.6059
C -0.0739 2.7583 -0.5181
H -1.4811 0.5986 -2.5081
H -3.0502 2.5150 -2.8571
H -2.6413 4.6167 -1.6930
H -0.7368 4.7352 -0.0355
H 0.8390 2.7926 0.0619
N 2.6122 -2.0530 -0.4935
C 2.1706 -2.8843 0.4510
C 2.9734 -3.8240 1.0931
C 4.2852 -3.9371 0.6721
C 4.7730 -3.1126 -0.3448
C 3.8802 -2.2192 -0.9000
H 1.1793 -2.7200 0.8571
H 2.5765 -4.3977 1.9162
H 4.9888 -4.5503 1.2230
H 5.8109 -3.1617 -0.6318
H 4.1901 -1.5737 -1.7139
C -3.4313 -1.9234 -0.0994
C -4.5796 -1.4892 -0.9818
C -5.4487 -2.6406 -1.5096
C -5.9338 -3.5053 -0.4358
N -6.2812 -4.1811 0.4242
H -2.7921 -1.0872 0.1941
H -2.7514 -2.6076 -0.6143
H -3.7206 -2.4132 0.8317
H -4.2549 -0.8565 -1.8081
H -5.2719 -0.8583 -0.4120
H -4.8561 -3.2533 -2.1938
H -6.3322 -2.2920 -2.0453
C -2.7805 1.5927 2.0368
C -1.9250 1.5519 3.3190
C -0.9809 0.3312 3.3656
C -0.0823 0.3548 2.2126
N 0.6175 0.3651 1.3077
H -2.0609 1.7353 1.2240
H -3.4739 2.4277 2.0056
H -3.3140 0.6558 1.8872
H -2.5524 1.5539 4.2097
H -1.3515 2.4803 3.3506
H -1.6190 -0.5458 3.2308
H -0.3937 0.2666 4.2769

***

19
Properties=species:S:1:pos:R:3 method="wB97M-V/def2-TZVPD" fmax_ha_per_bohr=0.097 de_lowest_kj_mol=267.5 homo_lumo_gap_ev=11.07 e_tot_ha=-381.56208 total_charge=+1 e_lumo_ev=-2.8
C -0.4625 -0.4133 2.2489
C -1.2814 -0.8980 1.3040
C 0.8490 0.0439 1.6677
C 0.7845 -0.6179 0.2855
C 0.1234 0.7577 -2.5611
N -0.7197 1.0676 -1.6273
N -0.6401 -0.8047 -0.0404
O 0.2309 1.4965 -3.6502
H -0.9777 -0.3697 3.1968
H -2.2748 -1.0585 1.4357
H 0.9936 1.1313 1.5949
H 1.8036 -0.3255 2.2020
H 1.3798 0.0574 -0.5128
H 1.1718 -1.6677 0.3117
H 0.6776 -0.1124 -2.5254
H -0.9412 0.1278 -0.5157
H -1.1924 1.9657 -1.7695
H -0.6362 -1.6688 -0.5884
H -0.1899 2.3570 -3.5404

***

24
Properties=species:S:1:pos:R:3 method="wB97M-V/def2-TZVPD" fmax_ha_per_bohr=0.085 de_lowest_kj_mol=84.1 homo_lumo_gap_ev=7.91 e_tot_ha=-3431.06146 total_charge=0 e_lumo_ev=0.0
C -1.5498 2.6894 -0.6756
C 1.1742 -0.3362 2.0387
C -0.9369 2.7160 -1.8858
C 2.0178 -2.2840 0.5241
C 0.2970 0.2595 1.2201
C 1.6438 -1.7260 1.9240
C -1.5216 1.7005 0.4811
C -0.1044 -1.7249 -0.5891
C -0.6941 -1.5357 -1.7863
N 1.1832 -2.1200 -0.4558
N -0.2614 1.0145 0.4815
S 0.2472 1.5618 -2.5357
Br -1.4729 -1.9681 0.8056
H -2.2256 3.5139 -0.4696
H 1.7095 0.3753 2.5814
H -1.2904 3.4700 -2.6321
H 3.0135 -2.6784 0.3266
H 2.5900 -1.8559 2.4642
H 0.8663 -2.3766 2.4088
H -1.5815 2.2955 1.4199
H -2.1132 0.7370 0.5106
H -0.0726 -1.7144 -2.6548
H 0.8688 1.5883 -1.4356
H -1.7869 -1.6017 -2.0662